C20H34N6O2 | ωB97M-V/def2-TZVPD

```
! wB97M-V def2-TZVPD RIJCOSX def2/J DEFGRID3
* xyz 0 1
C -3.34161 -4.03753 4.33215
C -1.89878 -3.76182 4.02770
C -0.99580 -4.73075 3.91163
C 0.44912 -4.50813 3.56357
C 0.67449 -3.11648 2.97481
C 2.15838 -2.79654 2.91475
O 2.85020 -2.94225 3.91180
N 2.67667 -2.31554 1.74413
C 4.04640 -1.83643 1.74006
C 1.87505 -1.98257 0.57533
C 1.09450 -0.66375 0.69770
C 1.27789 0.27168 -0.49906
C 2.65697 0.90852 -0.53612
N 0.27442 1.32669 -0.46816
C -1.02210 1.07385 -0.80468
O -1.40292 -0.02454 -1.15612
C -1.93172 2.24319 -0.66870
C -1.87169 3.29457 0.21230
N -2.96277 4.02772 -0.07373
C -3.46898 5.22648 0.57069
C -3.88609 4.96392 2.00979
N -2.75145 4.70171 2.88220
C -3.15515 3.95419 4.06196
C -2.07421 5.92923 3.26469
N -3.65822 3.46605 -1.07522
N -3.04832 2.38764 -1.43019
C -0.02387 -2.07868 3.86074
C -1.52922 -2.31084 3.85561
H -3.98581 -3.63146 3.54720
H -3.53657 -5.10621 4.41528
H -3.64191 -3.55809 5.26766
H -1.31018 -5.75899 4.06492
H 1.08332 -4.62086 4.44710
H 0.77607 -5.27192 2.85192
H 0.21003 -3.08130 1.98845
H 4.54358 -2.19131 2.63653
H 4.56956 -2.21122 0.85833
H 4.08204 -0.74188 1.72768
H 2.57467 -1.92233 -0.26174
H 1.20403 -2.80402 0.33203
H 0.03054 -0.86973 0.81698
H 1.42702 -0.13684 1.59839
H 1.11364 -0.30534 -1.41457
H 3.43697 0.14845 -0.56021
H 2.77496 1.53652 -1.42005
H 2.81956 1.52190 0.35465
H 0.56958 2.28014 -0.34745
H -1.21191 3.54986 1.02183
H -2.71382 6.01030 0.50863
H -4.32748 5.53543 -0.02233
H -4.48396 5.81869 2.36705
H -4.53911 4.08932 2.01506
H -2.28079 3.74124 4.67691
H -3.88202 4.50461 4.68043
H -3.60246 3.00602 3.76455
H -1.19956 5.69239 3.87019
H -1.73124 6.47407 2.38510
H -2.72722 6.59887 3.84765
H 0.37510 -2.17849 4.87310
H 0.20309 -1.06457 3.52274
H -1.96992 -1.94023 2.92134
H -1.99804 -1.72807 4.65486
*
```

The calculation puts the total energy at -1261.502015 hartree. The calculation puts the orbital gap at 9.11 eV. As for the SMILES: CC1=CC[C@H](C(=O)N(C)CC[C@H](C)NC(=O)c2cn(CCN(C)C)nn2)CC1.

These are the natural (NBO) partial charges, in e, on atoms 1 to 6: -0.628, 0.011, -0.191, -0.419, -0.313, 0.705

---

C8H7N3 | ωB97M-V/def2-TZVPD

```
! wB97M-V def2-TZVPD RIJCOSX def2/J DEFGRID3
* xyz 0 1
C -2.58752 -0.30585 2.28543
C -1.47418 -0.33055 1.22535
N -1.01622 -1.57325 1.04023
N 0.12300 -1.80551 0.46826
C 0.71048 -0.73945 -0.17715
C 1.81317 -1.01962 -1.06923
C 2.29076 -0.00538 -1.88437
C 1.64526 1.23229 -1.91044
C 0.58005 1.46188 -1.06223
C 0.07886 0.52050 -0.15297
N -1.03681 0.76336 0.58521
H -3.10903 0.68524 2.25709
H -2.15158 -0.34731 3.33283
H -3.41592 -0.97844 2.26414
H 2.33717 -1.98082 -0.88175
H 3.12261 -0.11628 -2.56588
H 2.00621 2.05775 -2.61704
H 0.08369 2.48143 -1.13748
*
```

The calculation puts the total energy at -473.267967 hartree. The calculation puts the orbital gap at 8.51 eV. As for the SMILES: Cc1nnc2ccccc2n1.

These are the natural (NBO) partial charges, in e, on atoms 1 to 6: -0.659, 0.376, -0.237, -0.109, 0.050, -0.167

---

C12H30BaN2O4 | ωB97M-V/def2-TZVPD

```
! wB97M-V def2-TZVPD RIJCOSX def2/J DEFGRID3
* xyz 2 1
Ba 19.02344 25.47241 0.71037
C 22.08602 27.46952 1.55264
O 20.69808 27.39250 1.12782
C 20.30596 28.39189 0.18162
C 20.69299 27.86790 -1.18827
N 19.89801 26.68685 -1.57423
C 18.54212 27.05568 -2.07544
C 17.82594 25.80931 -2.56008
O 17.31081 25.05263 -1.46483
C 16.57628 23.89122 -1.93481
H 22.30133 28.47835 1.89266
H 22.75713 27.19309 0.73890
H 22.20722 26.74589 2.35234
H 20.66259 29.40383 0.37491
H 19.21402 28.47616 0.29705
H 21.71844 27.50751 -1.05893
H 20.81141 28.67128 -1.92458
H 20.40421 26.29454 -2.36382
H 18.67732 27.66945 -2.97092
H 17.92833 27.56440 -1.32629
H 18.54975 25.21085 -3.13653
H 17.01965 26.01872 -3.26813
H 17.21874 23.25964 -2.54804
H 15.69805 24.21296 -2.49020
H 16.25927 23.32830 -1.06059
C 17.61015 22.36598 5.36700
O 18.19631 23.63896 5.50174
C 18.33452 24.32670 4.30139
C 18.74874 25.75954 4.62300
N 18.64018 26.56417 3.39696
C 18.92072 28.02237 3.66047
C 20.21013 28.28199 4.40494
O 19.95845 28.18634 5.77390
C 21.07590 28.55337 6.56876
H 16.66299 22.39944 4.81127
H 17.39982 21.97258 6.35865
H 18.26901 21.64211 4.86688
H 17.34676 24.34705 3.79973
H 19.11342 23.85256 3.67692
H 19.78540 25.77140 4.95893
H 18.15157 26.15922 5.44396
H 17.63509 26.54554 3.20940
H 18.09864 28.46235 4.22941
H 18.93928 28.53332 2.69515
H 20.58102 29.28448 4.13322
H 21.00796 27.57963 4.10840
H 21.18959 29.63905 6.57176
H 21.97994 28.04663 6.22216
H 20.86311 28.22356 7.58340
*
```

The calculation puts the total energy at -910.631658 hartree. The calculation puts the orbital gap at 8.24 eV.

These are the Mulliken partial charges, in e, on atoms 1 to 6: 1.791, -0.996, -0.094, -0.309, -1.091, -0.268

---

C51H40GeN10O11S2W | ωB97M-V/def2-TZVPD

```
! wB97M-V def2-TZVPD RIJCOSX def2/J DEFGRID3
* xyz 0 1
W -1.16009 -0.36666 -0.46685
S -2.14452 -0.62841 1.77778
C -1.88533 -2.06904 2.80579
C -2.30560 -1.85734 4.14573
C -2.11671 -2.81565 5.11809
C -1.70067 -4.09932 4.78619
C -1.29021 -4.32761 3.45626
C -1.32481 -3.28952 2.51312
S -0.74579 -3.63622 0.87662
H -2.74215 -0.90446 4.40109
H -2.50747 -2.67135 6.13113
H -1.59991 -4.93223 5.49167
H -0.95774 -5.32790 3.10181
N 0.30977 -3.01245 -5.19028
C 1.04503 -2.85120 -4.08697
N 0.31356 -2.35051 -3.10664
C -0.88551 -2.19133 -3.73714
N -0.92497 -2.50654 -4.98384
C -2.12229 -1.60744 -3.15616
C -3.34164 -2.39126 -3.73705
N -4.27919 -2.91761 -3.12444
C -4.35356 -2.72302 -1.73843
C -3.31045 -2.23222 -1.13416
N -2.13805 -1.73214 -1.68226
H 0.57370 -3.22160 -6.12255
H 2.10807 -3.03366 -4.06665
H -3.34076 -2.40333 -4.79400
H -5.29923 -3.08201 -1.32919
H -3.28402 -2.27428 -0.04553
C -0.01917 -2.17006 0.14128
Ge 1.86608 -2.39377 0.86572
C 3.28208 -1.37806 -0.00047
C 3.10655 -0.94403 -1.29445
C 4.12046 -0.28230 -1.94599
C 5.37038 -0.15834 -1.32900
C 5.56859 -0.58999 -0.00895
C 4.48852 -1.26437 0.64673
C 2.01661 -1.80939 2.77985
C 2.61952 -2.52178 3.78940
C 2.69028 -1.92243 5.04976
C 2.19271 -0.63831 5.27783
C 1.45786 0.05108 4.26384
C 1.42770 -0.54810 3.02488
C 2.46750 -4.25019 0.37958
C 2.55477 -5.29114 1.22186
C 2.93248 -6.55951 0.76599
C 3.20228 -6.76653 -0.55773
C 3.16694 -5.70709 -1.43065
C 2.83037 -4.43076 -0.94928
H 0.02743 -2.66634 -0.86134
H 2.14077 -0.96146 -1.79508
H 3.98357 0.20325 -2.90898
H 6.11392 0.41434 -1.86685
H 6.56584 -0.44098 0.38068
H 4.59013 -1.67733 1.65249
H 2.99320 -3.48601 3.55972
H 3.15574 -2.44953 5.92115
H 2.25243 -0.21920 6.26705
H 0.99678 0.98855 4.39361
H 0.99406 -0.02937 2.18350
H 2.35634 -5.13985 2.23507
H 2.98387 -7.42900 1.40055
H 3.27773 -7.79085 -0.94250
H 3.35461 -5.83062 -2.48375
H 2.68888 -3.57776 -1.59374
O 1.42722 0.80741 -4.26157
N 0.56043 0.38074 -3.67704
O 0.34136 0.11108 -1.23531
O -5.03171 5.62746 -3.55847
N -4.39198 4.70699 -3.95201
O -4.14412 4.50139 -5.13867
C -3.93837 3.71047 -3.03499
C -4.59755 3.58189 -1.82276
C -4.32170 2.47488 -1.03255
C -3.32206 1.55397 -1.41447
O -2.96455 0.55411 -0.67557
C -2.64688 1.77282 -2.63451
C -3.03782 2.80642 -3.50382
N -1.69368 0.77929 -2.99799
O -2.37192 -0.22764 -3.64850
O -0.67326 1.24450 -3.79205
N -5.19672 2.31403 0.12228
O -5.02584 1.37966 0.91040
O -6.04818 3.16066 0.18545
H -5.41854 4.28493 -1.54256
H -2.54526 2.82817 -4.51121
C 1.19653 6.36713 1.58497
O 1.32893 5.01876 1.16565
C 1.16027 4.67419 -0.09829
C 0.85708 5.61271 -1.11394
C 0.66912 5.16064 -2.39533
C 0.79536 3.84161 -2.75029
C 1.24690 2.95529 -1.76880
C 1.43585 3.38558 -0.47420
N 2.01914 2.54515 0.50936
C 1.54335 2.38587 1.71027
C 0.23125 2.65103 2.12148
C 0.02995 3.39723 3.35134
C -1.19790 3.83331 3.72658
C -2.30903 3.53557 2.90393
C -2.16236 2.70170 1.83509
C -0.88021 2.28660 1.38347
O -0.74590 1.54763 0.33488
H 1.46679 6.45697 2.58824
H 0.14837 6.63248 1.38968
H 1.81510 7.01927 0.99161
H 0.84057 6.67269 -0.90084
H 0.48455 5.87565 -3.21726
H 0.67530 3.55390 -3.80440
H 1.53582 1.92121 -1.97352
H 2.93522 2.13242 0.34631
H 2.30976 2.04981 2.40099
H 0.87671 3.72917 3.93657
H -1.32617 4.52472 4.58188
H -3.30626 3.91354 3.18400
H -3.04020 2.38843 1.33153
*
```

The calculation puts the total energy at -6282.578705 hartree. The calculation puts the orbital gap at 6.20 eV.

These are the Mulliken partial charges, in e, on atoms 1 to 6: 1.942, -0.183, 0.510, -0.783, -0.872, -0.585

---

C4H12 | ωB97M-V/def2-TZVPD

```
! wB97M-V def2-TZVPD RIJCOSX def2/J DEFGRID3
* xyz 0 1
C 0.63040 1.74231 0.48123
C 0.56644 2.92253 -0.42264
H 1.63479 1.32312 0.45138
H 0.43028 1.90862 1.54753
H 0.23537 0.86735 0.06659
H -0.45859 3.36940 -0.52381
H 1.17238 2.68150 -1.28550
H 1.16299 3.84233 -0.13827
C -0.72638 -1.60597 0.30467
C -0.60659 -3.09162 -0.23174
H -1.44528 -1.47485 1.04777
H 0.18062 -1.12803 0.64613
H -1.15787 -1.09630 -0.54317
H -0.69267 -3.87102 0.46854
H -1.27782 -3.22293 -1.09245
H 0.35193 -3.16641 -0.77626
*
```

The calculation puts the total energy at -159.547936 hartree. The calculation puts the orbital gap at 12.21 eV. As for the SMILES: CC.CC.

These are the natural (NBO) partial charges, in e, on atoms 1 to 6: -0.625, -0.623, 0.200, 0.208, 0.215, 0.209

---

C4H7NO2 | ωB97M-V/def2-TZVPD

```
! wB97M-V def2-TZVPD RIJCOSX def2/J DEFGRID3
* xyz 0 1
C -1.45100 -1.16386 -0.29680
C -0.38400 -0.10999 -0.06434
N -0.61461 0.94916 0.60765
O -1.92469 1.00166 1.05279
C 1.03851 -0.22389 -0.55807
C 2.17901 0.59121 -0.01667
O 1.96673 -0.73867 0.37666
H -2.36864 -0.70195 -0.68549
H -1.11622 -1.93649 -0.99027
H -1.73917 -1.64026 0.65097
H -1.94892 1.82910 1.54932
H 1.35949 0.02567 -1.55437
H 3.09837 0.65657 -0.62531
H 1.90514 1.46174 0.55392
*
```

The calculation puts the total energy at -361.704394 hartree. The calculation puts the orbital gap at 10.71 eV. As for the SMILES: C/C(=N\O)[C@H]1CO1.

These are the natural (NBO) partial charges, in e, on atoms 1 to 6: -0.682, 0.191, -0.128, -0.572, -0.044, -0.087